Record 1
This record from the Open Molecules 2025 dataset describes a 2-piece molecular cluster, C3H8OS overall at a distorted geometry. The level of theory is ωB97M-V/def2-TZVPD.

The LUMO energy (alpha / beta) comes out at -1.0 / -1.0 eV. The HOMO energy (alpha / beta) comes out at -8.6336 / -8.6344 eV. The total energy comes out at -16119.657 eV. The energy above the lowest of the compared OMol25 structures with the same formula, charge and spin comes out at 82.6 kcal per mole. The spin multiplicity is 1.

Bonds (Å) are listed after each position.
Cartesian coordinates (Å):
1 C -0.30 1.50 -0.05  C3 1.508, H6 1.088, H7 1.085, H8 1.086
2 C 0.18 -0.90 0.50  C3 1.450, H9 1.075, H10 1.076
3 C -0.52 0.04 -0.36  C1 1.508, C2 1.450, S5 1.888, H11 1.088
4 O 2.51 -0.46 -0.40  H12 0.957
5 S -2.25 -0.49 0.17  C3 1.888, H13 1.333
6 H 0.74 1.73 -0.30  C1 1.088
7 H -0.96 2.13 -0.64  C1 1.085
8 H -0.46 1.70 1.00  C1 1.086
9 H 0.30 -1.92 0.21  C2 1.075
10 H 0.42 -0.62 1.51  C2 1.076
11 H -0.43 -0.17 -1.42  C3 1.088
12 H 3.02 -0.90 0.28  O4 0.957
13 H -2.25 -1.64 -0.50  S5 1.333

Atom charges from the Löwdin analysis, given in e for atoms 1 to 4:
1. C -0.120
2. C 0.036
3. C -0.716
4. O -0.308

---

Record 2
This record from the Open Molecules 2025 dataset describes the molecule C3H8OS at a distorted geometry. The level of theory is ωB97M-V/def2-TZVPD.

As for the SMILES: COCSC. The LUMO energy comes out at 1.0 eV. The HOMO energy comes out at -8.7756 eV. The total energy comes out at -16122.397 eV. The energy above the lowest of the compared OMol25 structures with the same formula, charge and spin comes out at 19.4 kcal per mole. The spin multiplicity is 1.

Bonds (Å) are listed after each position.
Cartesian coordinates (Å):
1 C 1.95 -1.22 0.81  H4 1.083, H5 1.084, H6 1.105, O12 1.401
2 C -0.14 -0.32 0.71  H7 1.074, H8 1.140, O12 1.392, S13 1.744
3 C -1.00 0.20 -1.67  H9 1.099, H10 1.079, H11 1.038, S13 1.827
4 H 1.52 -2.16 0.48  C1 1.083
5 H 2.95 -1.13 0.41  C1 1.084
6 H 2.02 -1.22 1.91  C1 1.105
7 H -0.25 -0.23 1.78  C2 1.074
8 H -0.55 -1.36 0.48  C2 1.140
9 H -1.47 -0.76 -1.45  C3 1.099
10 H -1.66 0.72 -2.35  C3 1.079
11 H -0.03 0.10 -2.04  C3 1.038
12 O 1.16 -0.20 0.26  C1 1.401, C2 1.392
13 S -1.04 0.98 -0.02  C2 1.744, C3 1.827

Atom charges from the Löwdin analysis, given in e for atoms 1 to 4:
1. C -0.122
2. C -0.642
3. C -0.365
4. H 0.081

---

Record 3
This record from the Open Molecules 2025 dataset describes the molecule C3H8OS at a distorted geometry. The level of theory is ωB97M-V/def2-TZVPD.

As for the SMILES: OCCCS. The LUMO energy comes out at 0.9 eV. The HOMO energy comes out at -9.1143 eV. The total energy comes out at -16121.923 eV. The energy above the lowest of the compared OMol25 structures with the same formula, charge and spin comes out at 30.3 kcal per mole. The spin multiplicity is 1.

Bonds (Å) are listed after each position.
Cartesian coordinates (Å):
1 C 1.84 -0.03 0.70  O2 1.423, C3 1.613, H6 1.080, H7 1.117
2 O 2.08 0.05 2.10  C1 1.423, H8 0.959
3 C 0.24 -0.13 0.54  C1 1.613, C4 1.601, H9 1.071, H10 1.066
4 C -0.23 0.33 -0.92  C3 1.601, S5 1.883, H11 1.091, H12 1.100
5 S -2.06 -0.05 -1.13  C4 1.883, H13 1.327
6 H 2.28 -0.88 0.20  C1 1.080
7 H 2.22 0.92 0.23  C1 1.117
8 H 2.20 -0.88 2.29  O2 0.959
9 H -0.09 0.19 1.51  C3 1.071
10 H -0.01 -1.17 0.48  C3 1.066
11 H 0.24 1.30 -1.10  C4 1.091
12 H 0.15 -0.27 -1.76  C4 1.100
13 H -1.81 0.19 -2.41  S5 1.327

Atom charges from the Löwdin analysis, given in e for atoms 1 to 4:
1. C -0.255
2. O -0.079
3. C -0.218
4. C -0.528

---

Record 4
This record from the Open Molecules 2025 dataset describes a 2-piece molecular cluster, C3H8OS overall at a distorted geometry. The level of theory is ωB97M-V/def2-TZVPD.

As for the charge: +1. The LUMO energy (alpha / beta) comes out at -4.4 / -9.5 eV. The HOMO energy (alpha / beta) comes out at -12.2613 / -12.2613 eV. The total energy comes out at -16113.294 eV. The energy above the lowest of the compared OMol25 structures with the same formula, charge and spin comes out at 18.6 kcal per mole. The spin multiplicity is 2.

Bonds (Å) are listed after each position.
Cartesian coordinates (Å):
1 C 0.03 2.56 -0.81  S2 1.750, H3 1.095, H4 1.095, H5 1.090
2 S 0.73 2.03 -2.32  C1 1.750, H6 1.346
3 H -0.82 1.96 -0.48  C1 1.095
4 H 0.80 2.42 -0.04  C1 1.095
5 H -0.26 3.61 -0.78  C1 1.090
6 H 0.37 3.06 -3.11  S2 1.346
7 O -0.36 -1.34 2.61  C8 1.211
8 C -0.81 -2.43 2.34  O7 1.211, C9 1.494, H10 1.092
9 C -0.35 -3.22 1.16  C8 1.494, H11 1.091, H12 1.062, H13 1.092
10 H -1.53 -2.88 3.03  C8 1.092
11 H 0.66 -2.98 0.82  C9 1.091
12 H -1.02 -2.99 0.37  C9 1.062
13 H -0.29 -4.29 1.36  C9 1.092

Atom charges from the Löwdin analysis, given in e for atoms 1 to 4:
1. C -0.366
2. S 1.149
3. H 0.092
4. H 0.079

---

Record 5
This record from the Open Molecules 2025 dataset describes the molecule C3H8OS2 at a distorted geometry. The level of theory is ωB97M-V/def2-TZVPD.

As for the SMILES: OC[C@@H](S)CS. The LUMO energy comes out at 0.7 eV. The HOMO energy comes out at -9.2434 eV. The total energy comes out at -26957.067 eV. The energy above the lowest of the compared OMol25 structures with the same formula, charge and spin comes out at 35.5 kcal per mole. The spin multiplicity is 1.

Bonds (Å) are listed after each position.
Cartesian coordinates (Å):
1 C 0.50 1.03 1.07  C3 1.720, O4 1.414, H7 1.064, H8 1.085
2 C -0.55 -0.45 -0.97  C3 1.578, S5 1.865, H9 1.078, H10 1.044
3 C -0.03 -0.51 0.51  C1 1.720, C2 1.578, S6 1.849, H11 1.018
4 O 1.33 1.70 0.14  C1 1.414, H12 1.006
5 S 0.71 -0.60 -2.33  C2 1.865, H13 1.344
6 S -1.49 -0.55 1.65  C3 1.849, H14 1.353
7 H 1.03 0.77 1.95  C1 1.064
8 H -0.37 1.62 1.34  C1 1.085
9 H -1.00 0.46 -1.34  C2 1.078
10 H -1.18 -1.28 -1.00  C2 1.044
11 H 0.78 -1.11 0.63  C3 1.018
12 H 1.69 1.07 -0.56  O4 1.006
13 H -0.14 -0.39 -3.35  S5 1.344
14 H -1.30 -1.74 2.27  S6 1.353

Atom charges from the Löwdin analysis, given in e for atoms 1 to 4:
1. C -0.293
2. C -0.550
3. C -0.571
4. O -0.106

---

Record 6
This record from the Open Molecules 2025 dataset describes a 2-piece molecular cluster, C3H8OS2 overall at a distorted geometry. The level of theory is ωB97M-V/def2-TZVPD.

As for the SMILES: C=CO.CSS. The LUMO energy comes out at 0.7 eV. The HOMO energy comes out at -9.0645 eV. The total energy comes out at -26957.540 eV. The energy above the lowest of the compared OMol25 structures with the same formula, charge and spin comes out at 24.6 kcal per mole. The spin multiplicity is 1.

Bonds (Å) are listed after each position.
Cartesian coordinates (Å):
1 C 0.98 -1.64 -0.65  S2 1.805, H4 1.083, H5 1.081, H6 1.094
2 S -0.06 -0.76 -1.84  C1 1.805, S3 2.000
3 S 0.67 1.10 -1.88  S2 2.000, H7 1.351
4 H 0.56 -2.62 -0.47  C1 1.083
5 H 0.95 -1.08 0.27  C1 1.081
6 H 2.04 -1.70 -0.93  C1 1.094
7 H 0.10 1.69 -0.80  S3 1.351
8 C -1.26 0.28 1.57  C9 1.321, H11 1.091, H12 1.074
9 C -0.96 -0.08 2.81  C8 1.321, O10 1.370, H13 1.090
10 O -0.29 0.78 3.63  C9 1.370, H14 0.971
11 H -1.85 -0.29 0.86  C8 1.091
12 H -0.94 1.24 1.19  C8 1.074
13 H -1.09 -1.10 3.18  C9 1.090
14 H 0.49 0.34 4.01  O10 0.971

Atom charges from the Löwdin analysis, given in e for atoms 1 to 4:
1. C -0.482
2. S 0.327
3. S 0.299
4. H 0.031

---

Record 7
This record from the Open Molecules 2025 dataset describes a 2-piece molecular cluster, C3H8OS2 overall at a distorted geometry. The level of theory is ωB97M-V/def2-TZVPD.

As for the SMILES: C=CCO.SS. The LUMO energy comes out at 0.0 eV. The HOMO energy comes out at -9.1078 eV. The total energy comes out at -26957.096 eV. The energy above the lowest of the compared OMol25 structures with the same formula, charge and spin comes out at 34.9 kcal per mole. The spin multiplicity is 1.

Bonds (Å) are listed after each position.
Cartesian coordinates (Å):
1 S 3.13 1.66 -0.80  S2 2.125, H3 1.362
2 S 2.71 0.33 0.80  S1 2.125, H4 1.347
3 H 4.33 2.10 -0.34  S1 1.362
4 H 2.32 -0.64 -0.05  S2 1.347
5 C -1.20 -0.97 0.69  O6 1.434, C7 1.531, H9 1.101, H10 1.126
6 O -2.18 -0.80 1.72  C5 1.434, H11 1.002
7 C -1.63 -0.15 -0.53  C5 1.531, C8 1.342, H12 1.089
8 C -0.82 0.64 -1.25  C7 1.342, H13 1.092, H14 1.095
9 H -1.07 -2.03 0.42  C5 1.101
10 H -0.16 -0.57 0.88  C5 1.126
11 H -1.78 -1.31 2.48  O6 1.002
12 H -2.68 -0.24 -0.77  C7 1.089
13 H -1.21 1.12 -2.16  C8 1.092
14 H 0.24 0.87 -1.09  C8 1.095

Atom charges from the Löwdin analysis, given in e for atoms 1 to 4:
1. S 0.220
2. S 0.229
3. H -0.199
4. H -0.205

---

Record 8
This record from the Open Molecules 2025 dataset describes a 2-piece molecular cluster, C3H8OS2 overall at a distorted geometry. The level of theory is ωB97M-V/def2-TZVPD.

As for the SMILES: CC=O.CSS. The LUMO energy comes out at 0.1 eV. The HOMO energy comes out at -8.5833 eV. The total energy comes out at -26957.024 eV. The energy above the lowest of the compared OMol25 structures with the same formula, charge and spin comes out at 36.5 kcal per mole. The spin multiplicity is 1.

Bonds (Å) are listed after each position.
Cartesian coordinates (Å):
1 C -0.24 1.66 2.19  S2 1.831, H4 1.132, H5 1.219, H6 1.070
2 S 0.72 1.00 0.77  C1 1.831, S3 2.257
3 S 1.60 -0.85 1.71  S2 2.257, H7 1.324
4 H 0.23 1.57 3.21  C1 1.132
5 H -0.47 2.84 1.98  C1 1.219
6 H -1.16 1.10 2.16  C1 1.070
7 H 1.04 -1.51 0.71  S3 1.324
8 O -0.82 0.33 -2.18  C9 1.182
9 C -1.58 -0.58 -2.14  O8 1.182, C10 1.480, H11 1.149
10 C -1.88 -1.56 -3.20  C9 1.480, H12 1.100, H13 1.117, H14 1.107
11 H -1.96 -0.63 -1.06  C9 1.149
12 H -1.25 -2.47 -3.21  C10 1.100
13 H -2.92 -1.94 -3.04  C10 1.117
14 H -1.97 -0.99 -4.15  C10 1.107

Atom charges from the Löwdin analysis, given in e for atoms 1 to 4:
1. C -0.525
2. S 0.385
3. S 0.308
4. H 0.040